DFT (the ωB97M-V functional and the def2-TZVPD basis) results for 5 unconnected molecules or ions with the total composition C23H46N4OP at a distorted geometry.

```
75
Properties=species:S:1:pos:R:3:lowdin_charge:R:1
P -2.38 -5.78 1.31 1.03
O 2.61 -2.34 1.37 -0.22
N -4.38 -0.24 1.51 0.14
N -1.38 5.99 0.29 0.14
N 4.45 -6.39 5.05 0.14
N -0.78 6.44 -5.42 0.17
C -2.27 5.17 -3.01 -0.28
C 0.23 -1.43 1.49 -0.17
C -2.64 3.17 1.74 -0.10
C -1.23 -1.63 2.19 -0.21
C 7.05 -6.18 4.73 -0.19
C 3.43 -4.76 1.97 -0.11
C 7.60 -4.85 5.25 -0.27
C -0.36 5.80 -7.94 -0.19
C 2.75 -3.71 0.88 -0.25
C -2.50 4.44 -8.21 -0.11
C -2.05 -2.97 1.72 -0.28
C -4.11 3.25 1.34 -0.26
C 1.48 -2.18 2.30 -0.21
C -1.12 -4.31 1.50 -0.37
C 5.60 -6.30 4.91 -0.23
C -0.96 5.35 -2.23 -0.20
C -4.65 0.86 1.76 -0.21
C -1.20 5.71 -0.82 -0.21
C -1.67 5.62 -8.71 -0.27
C -0.60 6.16 -6.53 -0.19
C -3.10 3.99 -2.51 -0.11
C -4.99 2.25 2.08 -0.19
C 7.07 -3.65 4.47 -0.11
H -0.50 -4.23 0.48 0.10
H 3.51 -3.67 -0.03 0.14
H -2.53 3.06 -2.55 0.08
H -1.18 -1.61 3.38 0.14
H 5.99 -3.55 4.57 0.07
H -3.40 4.33 -8.83 0.08
H -2.33 -6.64 2.47 0.01
H -3.73 -5.25 1.26 0.02
H -2.87 6.08 -2.96 0.12
H -2.82 4.59 -7.18 0.07
H 2.97 -4.55 3.04 0.07
H -1.42 5.45 -9.77 0.11
H -2.64 -2.74 0.71 0.13
H -2.02 4.99 -4.06 0.07
H 7.31 -6.30 3.67 0.12
H 4.60 -4.67 1.99 0.08
H -4.48 4.26 1.55 0.12
H -2.87 -3.25 2.51 0.11
H -2.27 6.53 -8.67 0.12
H 1.80 -1.41 3.15 0.15
H 7.53 -2.73 4.86 0.08
H 7.35 -4.73 6.31 0.12
H 1.70 -4.19 0.53 0.10
H 7.55 -7.00 5.27 0.12
H 0.25 -1.69 0.32 0.13
H -3.42 4.14 -1.47 0.05
H -2.53 3.34 2.82 0.08
H 0.24 4.89 -7.99 0.12
H -2.21 2.20 1.50 0.06
H -2.14 -6.46 0.05 0.01
H -1.91 -0.70 1.87 0.09
H -0.36 4.44 -2.28 0.12
H 3.05 -5.85 1.68 0.09
H -4.92 2.41 3.16 0.12
H 0.49 -0.27 1.54 0.13
H -6.04 2.43 1.81 0.12
H 7.32 -3.73 3.41 0.07
H -2.07 3.94 1.21 0.03
H -4.19 3.10 0.26 0.09
H 1.15 -3.16 2.85 0.10
H -4.00 3.88 -3.12 0.08
H 8.69 -4.86 5.17 0.11
H 0.22 6.60 -8.41 0.12
H -0.45 -4.58 2.42 0.10
H -0.38 6.15 -2.71 0.10
H -1.93 3.51 -8.26 0.08
```

Largest force on an atom, eV/Å: 2.76
M, g/mol: 425.6
HOMO, eV: -11.88
Frontier orbital gap, eV: 8.552
Electronic energy, eV: -41881.9582
Total charge: +1

=====

DFT (the ωB97M-V functional and the def2-TZVPD basis) results for a molecular structure, C23H47CaCl3F9GaNO12PS at a distorted geometry.

```
99
Properties=species:S:1:pos:R:3:lowdin_charge:R:1
Ga -1.97 -0.23 -3.30 0.31
Ca 0.68 -2.33 -1.45 1.48
Cl -7.28 -1.79 -4.36 0.51
Cl -5.81 -3.81 -5.90 0.61
Cl -8.61 -3.36 -6.43 0.56
S -2.09 8.17 6.17 0.57
P -2.33 0.39 -1.06 0.70
F 6.15 -7.27 0.25 0.15
F 7.10 -8.75 -1.02 0.16
F 3.67 -8.56 -0.32 0.10
F 3.73 -6.02 0.67 0.14
F -6.09 -6.45 -6.02 -0.89
F 3.09 -6.46 -2.07 0.16
F 3.78 -4.41 -2.43 0.07
F 5.20 -9.77 0.67 0.11
F 2.30 -4.67 -0.28 0.04
O 4.14 5.31 6.69 0.09
O -3.93 0.87 -0.96 -0.39
O -1.63 9.24 5.35 -0.27
O 1.62 0.41 1.36 0.12
O -3.52 7.70 5.65 -0.26
O -1.26 7.01 6.37 -0.29
O 2.97 4.94 4.92 0.03
O -7.14 -4.79 -9.18 -0.10
O -0.48 0.68 -4.08 -0.26
O 2.45 1.38 3.21 0.09
O 5.65 -7.40 -1.95 0.05
O 2.84 2.29 1.22 0.08
N 3.09 5.24 6.10 -0.43
C 3.98 -5.53 -1.66 -0.43
C -2.86 -3.20 -3.53 -0.26
C -7.08 -2.61 -5.93 -1.51
C 5.42 -6.01 -1.93 -0.04
C -1.64 -2.25 -3.39 -0.30
C -1.40 1.98 -0.70 -0.33
C 2.60 -1.40 -0.65 -0.16
C 5.95 -8.10 -0.79 -0.53
C 3.44 2.42 3.41 -0.07
C -3.66 7.39 4.24 -0.25
C -3.10 6.03 3.89 -0.07
C 1.83 5.54 6.84 0.06
C 2.25 1.28 1.89 -0.57
C -4.21 -2.68 -3.05 -0.33
C 4.88 -9.15 -0.48 -0.28
C 0.94 -0.30 -2.36 -0.34
C 3.24 3.28 2.19 -0.31
C 4.46 4.05 1.74 -0.01
C -2.61 8.79 7.73 -0.12
C 2.38 -0.22 -1.70 -0.16
C 0.59 0.89 -3.24 -0.36
C -4.33 -2.59 -1.52 -0.11
C 3.62 -5.06 -0.25 -0.29
H 1.34 6.37 6.34 0.09
H 0.97 -1.24 -3.01 0.08
H 4.43 1.95 3.44 0.14
H -7.51 -4.34 -8.41 -0.07
H -3.24 0.12 -4.19 -0.02
H -4.50 -1.75 -3.53 0.04
H -6.81 -5.61 -8.80 0.03
H 3.04 -2.30 -1.16 0.07
H -6.82 -1.85 -6.66 0.01
H -0.44 1.71 -0.25 0.00
H -1.97 2.61 -0.03 0.03
H 6.14 -5.48 -1.30 0.15
H 4.28 4.49 0.76 0.09
H 2.48 0.74 -1.21 0.11
H 5.32 3.38 1.65 0.09
H -0.99 -2.42 -4.26 0.06
H -3.27 9.64 7.57 0.08
H 1.48 1.10 -3.85 0.13
H -1.72 9.09 8.27 0.08
H -3.51 5.26 4.55 0.09
H 4.69 4.84 2.45 0.09
H -3.12 7.99 8.27 0.08
H 5.62 -5.69 -2.95 0.15
H 3.26 2.94 4.34 0.11
H -1.04 -2.57 -2.51 -0.08
H -1.25 2.53 -1.63 0.02
H 2.40 3.96 2.33 0.16
H -5.10 -1.86 -1.27 0.07
H 4.24 -4.21 0.05 0.17
H 2.09 5.79 7.86 0.10
H 3.18 -1.08 0.21 0.10
H -2.66 -4.09 -2.93 0.11
H 0.19 -0.39 -1.50 0.03
H -4.20 1.17 -1.84 0.03
H -4.73 7.42 4.06 0.12
H 0.48 1.75 -2.56 0.11
H -3.20 8.18 3.65 0.12
H 1.21 4.65 6.79 0.11
H -3.38 -2.31 -1.05 0.02
H -2.93 -3.55 -4.56 0.10
H -4.64 -3.55 -1.10 0.07
H 4.82 -9.88 -1.29 0.18
H -3.35 5.78 2.86 0.08
H 3.13 -0.27 -2.49 0.12
H -4.94 -3.41 -3.38 0.06
H -2.02 6.00 4.00 0.07
H 1.59 -1.69 -0.25 -0.02
```

Largest force on an atom, eV/Å: 6.72
M, g/mol: 979.8
HOMO, eV: -5.16
Frontier orbital gap, eV: 2.639
Electronic energy, eV: -203627.0018

=====

DFT (the ωB97M-V functional and the def2-TZVPD basis) results for a molecular structure, C23H48AsBr3F9N6O8 at a distorted geometry.

```
98
Properties=species:S:1:pos:R:3:lowdin_charge:R:1
Br 5.34 -1.23 0.80 0.59
Br 3.99 -4.06 1.29 0.55
Br 5.16 -2.47 3.72 0.57
As -0.34 -0.56 1.46 0.71
F 6.55 -0.62 -2.55 0.15
F 8.20 0.53 -1.75 0.17
F 0.93 0.39 0.76 -0.25
F -1.47 0.75 1.26 -0.25
F 0.72 -1.92 1.62 -0.26
F 7.66 0.75 -3.82 0.16
F -1.58 -1.56 2.14 -0.23
F -0.72 -1.07 -0.16 -0.26
F 0.10 0.03 3.01 -0.23
O 6.63 2.86 -2.23 0.17
O -5.54 -0.77 0.90 0.03
O 0.44 -4.76 -3.33 0.03
O -1.06 5.61 -0.13 0.02
O -1.58 2.61 -5.09 0.04
O 4.98 1.32 -2.11 0.02
O -2.97 4.86 5.09 0.02
O 0.33 -4.67 5.94 0.02
N -3.82 -1.75 -0.22 0.00
N -0.88 0.74 -4.04 0.01
N 2.42 -3.69 -3.50 0.00
N -0.77 3.46 0.57 0.00
N -2.53 3.58 3.30 0.02
N -0.61 -3.94 4.01 0.01
C -1.81 -4.74 4.11 -0.07
C 2.65 1.57 -1.77 -0.07
C -1.32 1.42 -5.13 -0.57
C -4.79 -2.91 1.68 -0.01
C -2.77 4.01 -0.65 0.01
C -2.62 6.01 3.03 0.01
C 1.45 -2.90 4.73 0.00
C 6.22 1.74 -2.27 -0.42
C -3.69 -0.71 -1.22 -0.07
C -4.75 -1.69 0.77 -0.56
C 3.96 2.31 -1.90 -0.18
C 0.50 3.61 1.23 -0.06
C -0.80 1.34 -2.72 -0.06
C -1.36 0.64 -6.43 -0.01
C -2.68 4.78 3.91 -0.56
C 1.26 -4.00 -2.85 -0.56
C -1.45 4.45 -0.06 -0.57
C 1.00 -3.23 -1.59 -0.01
C 4.30 -2.29 2.00 -1.62
C 0.37 -3.96 4.95 -0.54
C 2.90 -4.41 -4.66 -0.08
C -2.64 2.32 4.05 -0.05
C 7.17 0.56 -2.58 -0.55
H -2.86 1.54 3.31 0.07
H -5.73 -3.44 1.49 0.08
H 2.40 -5.37 -4.73 0.08
H -3.43 2.43 4.78 0.08
H -0.84 -0.27 -4.09 0.12
H 2.70 0.77 -1.03 0.07
H 4.20 2.91 -1.02 0.13
H 0.02 -2.78 -1.59 0.06
H 0.52 3.21 2.24 0.09
H -3.55 4.02 0.12 0.09
H -2.06 -5.10 3.11 0.08
H 3.33 -1.81 2.09 -0.04
H -4.76 -2.64 2.73 0.08
H -2.65 -4.15 4.49 0.08
H -2.07 1.08 -7.12 0.08
H 1.43 -2.15 5.52 0.09
H -4.04 -3.65 1.41 0.07
H 0.77 4.66 1.25 0.09
H -4.68 -0.41 -1.54 0.09
H -2.18 3.52 2.35 0.09
H -1.61 -5.63 4.70 0.08
H 3.09 -3.09 -3.05 0.12
H -0.36 0.71 -6.86 0.08
H -3.29 -1.16 -2.13 0.08
H 2.31 1.19 -2.73 0.08
H 3.98 -4.54 -4.56 0.08
H 1.24 3.00 0.71 0.06
H -1.82 6.64 3.41 0.09
H -3.08 4.72 -1.41 0.09
H -2.73 3.03 -1.11 0.05
H 1.86 2.24 -1.44 0.06
H 3.91 2.96 -2.78 0.13
H -1.20 2.55 0.58 0.09
H -2.49 5.82 1.97 0.05
H 2.40 -3.39 4.59 0.04
H -0.57 0.56 -2.00 0.07
H -3.18 -2.53 -0.16 0.12
H 1.15 -2.37 3.82 0.04
H -3.06 0.09 -0.84 0.06
H -1.68 2.03 4.47 0.08
H -1.73 1.84 -2.46 0.06
H -3.55 6.55 3.20 0.08
H 2.75 -3.81 -5.56 0.08
H 0.89 -3.99 -0.80 0.09
H 1.83 -2.60 -1.29 0.07
H -1.56 -0.43 -6.30 0.07
H -0.68 -3.15 3.38 0.09
H -0.01 2.09 -2.69 0.07
```

Largest force on an atom, eV/Å: 1.40
M, g/mol: 1022.3
HOMO, eV: -7.36
ΔE to the lowest compared entry with this formula, charge and spin, eV: 0.000
Frontier orbital gap, eV: 9.005
Electronic energy, eV: -345384.3071
Total charge: -1

=====

DFT (the ωB97M-V functional and the def2-TZVPD basis) results for a molecular structure, C23H48BN11O20S2 at a distorted geometry.

```
105
Properties=species:S:1:pos:R:3:lowdin_charge:R:1
S 1.48 1.37 0.34 0.77
S -1.62 -1.90 2.28 0.95
O 2.68 -1.96 -7.69 0.05
O 3.40 5.01 3.67 0.06
O 0.53 2.58 -2.73 0.10
O 3.38 -8.41 -0.90 0.08
O 2.34 0.98 -3.21 0.02
O 3.85 4.08 1.77 0.05
O -5.21 -5.34 3.31 0.08
O 3.42 5.25 8.61 0.07
O 0.61 -5.02 -4.28 0.04
O 6.03 10.10 12.58 0.08
O 1.13 -2.76 -8.98 0.06
O 1.53 6.11 9.23 0.03
O 4.41 9.29 11.39 0.04
O 1.91 -7.39 -2.12 0.03
O -6.79 -0.35 -1.83 0.07
O 1.36 7.76 5.88 0.06
O -4.83 0.50 -2.15 0.05
O -0.93 -5.81 -5.57 0.05
O -3.24 -4.51 2.97 0.01
O -0.24 6.96 4.67 0.05
N -2.16 -2.40 0.77 -0.24
N -0.47 -0.74 1.89 -0.24
N 3.15 4.74 2.51 -0.45
N 5.18 9.27 12.33 -0.44
N 1.86 -2.80 -8.01 -0.45
N -0.21 -5.86 -4.59 -0.42
N 0.52 6.92 5.62 -0.44
N 2.73 6.16 9.03 -0.43
N -5.74 0.13 -1.44 -0.45
N 2.58 -7.53 -1.10 -0.43
N -4.16 -4.87 3.69 -0.45
C -0.50 -0.70 0.51 -0.34
C 2.39 -6.53 -0.02 0.05
C 1.88 5.26 1.95 0.05
C -2.28 -3.05 -6.19 -0.22
C 5.09 8.11 13.26 0.05
C 0.42 5.76 6.53 0.04
C 0.29 0.19 -0.41 -0.45
C 1.75 -4.00 -7.12 0.03
C -2.25 -3.38 -3.62 -0.20
C -3.96 -4.72 5.16 0.04
C -2.74 -0.69 -7.21 -0.12
C -5.55 0.26 0.02 0.05
C 1.80 1.94 -5.52 -0.08
C -2.97 -2.62 -4.83 -0.20
C -1.61 -1.69 -1.68 -0.10
C -2.67 -2.70 -2.24 -0.16
C -2.96 -2.26 -7.39 -0.26
C 0.15 0.17 -1.88 -0.05
C 3.41 7.45 9.31 0.04
C -0.32 -7.05 -3.71 0.04
C 2.29 0.72 -4.63 -0.22
C -0.81 -0.80 -2.54 0.05
C -1.47 -1.66 -0.17 -0.26
B 1.07 1.25 -2.66 -0.59
H -0.37 5.10 6.18 0.10
H -2.87 -1.51 -4.63 0.10
H 0.19 6.14 7.52 0.08
H 2.13 5.90 1.11 0.10
H 3.35 -6.05 0.15 0.10
H -3.09 -5.32 5.43 0.10
H 1.38 5.25 6.52 0.10
H 2.72 -4.49 -7.11 0.10
H -4.06 -2.93 -4.80 0.13
H -2.44 -2.58 -8.34 0.10
H 6.05 7.60 13.24 0.10
H 4.47 7.35 9.08 0.10
H -2.66 -0.19 -8.21 0.07
H -1.77 -0.55 -6.65 0.07
H 1.28 4.40 1.64 0.08
H -3.60 -0.30 -6.60 0.07
H -2.40 -4.15 -6.35 0.10
H 2.52 2.06 -6.38 0.08
H 2.95 8.21 8.68 0.11
H -4.04 -2.52 -7.51 0.10
H -6.44 -0.11 0.53 0.09
H -4.68 -0.33 0.30 0.09
H 4.30 7.45 12.91 0.09
H 2.06 -7.07 0.87 0.10
H -0.34 2.50 -3.15 0.11
H -4.85 -5.09 5.67 0.09
H -2.90 -3.51 -1.48 0.11
H 1.65 -5.80 -0.33 0.10
H -1.08 -7.71 -4.11 0.10
H -0.60 -6.69 -2.72 0.10
H 0.99 -4.66 -7.52 0.09
H -0.94 -0.80 -3.66 0.11
H -3.80 -3.67 5.36 0.10
H -5.40 1.31 0.24 0.10
H 3.27 7.68 10.36 0.07
H 1.79 2.93 -4.96 0.08
H -2.65 -4.44 -3.60 0.11
H -3.62 -2.12 -2.38 0.11
H 1.47 -3.65 -6.13 0.08
H 2.72 0.77 0.37 -0.10
H 1.70 -0.19 -4.92 0.12
H -1.13 -3.34 -3.69 0.09
H 0.64 -7.54 -3.69 0.07
H 0.78 1.74 -5.96 0.08
H 4.87 8.50 14.25 0.10
H -1.20 -2.74 -6.15 0.10
H 3.36 0.51 -4.94 0.13
H 1.35 5.82 2.72 0.08
```

Largest force on an atom, eV/Å: 3.75
M, g/mol: 873.6
HOMO, eV: -8.63
Frontier orbital gap, eV: 7.500
Electronic energy, eV: -104291.4594

=====

What is the formula in the third record? C23H48AsBr3F9N6O8